Entry 1:
The following is a quantum chemistry calculation of one molecule with the formula C6H12O, from the OMol25 dataset.

Computed properties:
* HOMO-LUMO gap: 10.95 eV
* energy above the lowest of the compared OMol25 structures with the same formula, charge and spin: 0.92 kcal/mol
* LUMO: 1.0 eV
* structure (SMILES): CC1(O)CCCC1
* highest occupied orbital energy: -9.983 eV

Last column: natural (NBO) charge in e.
Geometry (Å):
C 1.932 -0.821 -0.597  -0.615
C 0.707 -0.253 0.095  0.252
O 1.025 -0.202 1.487  -0.725
C 0.261 1.136 -0.380  -0.433
C -1.176 1.276 0.170  -0.419
C -1.716 -0.177 0.318  -0.416
C -0.562 -1.087 -0.140  -0.428
H 2.808 -0.188 -0.429  0.217
H 1.761 -0.911 -1.674  0.207
H 2.147 -1.817 -0.196  0.218
H 0.360 0.355 1.919  0.462
H 0.944 1.916 -0.027  0.219
H 0.258 1.169 -1.476  0.207
H -1.172 1.786 1.142  0.196
H -1.805 1.886 -0.484  0.217
H -2.623 -0.344 -0.271  0.213
H -1.987 -0.383 1.361  0.204
H -0.649 -1.301 -1.214  0.202
H -0.513 -2.041 0.394  0.221



Entry 2:
The following is a quantum chemistry calculation of C4H3NOS as an isolated structure at a distorted geometry, from the OMol25 dataset.

Computed properties:
* HOMO-LUMO gap: 9.84 eV
* energy above the lowest of the compared OMol25 structures with the same formula, charge and spin: 59.09 kcal/mol
* LUMO: 0.6 eV
* highest occupied orbital energy: -9.241 eV

Last column: natural (NBO) charge in e.
Geometry (Å):
C 0.390 -0.769 -1.261  -0.538
C -0.247 1.108 -0.236  -0.010
C -0.153 -0.236 1.506  0.165
C 0.044 -0.179 0.171  -0.196
H -0.153 -1.667 -1.693  0.234
H 1.514 -0.971 -1.381  0.235
H -0.402 -1.026 2.257  0.233
N -0.430 1.959 0.725  -0.123
O -0.400 1.000 1.860  -0.314
S -0.163 0.780 -1.949  0.313



Entry 3:
The following is a quantum chemistry calculation of an isolated ion of composition C3H8NO2 and charge +1 at a distorted geometry, from the OMol25 dataset.

Computed properties:
* HOMO-LUMO gap: 10.79 eV
* energy above the lowest of the compared OMol25 structures with the same formula, charge and spin: 100.00 kcal/mol
* LUMO: -3.6 eV
* total charge: +1
* structure (SMILES): [NH3+][C@]1(CO)CO1
* highest occupied orbital energy: -14.436 eV

Last column: natural (NBO) charge in e.
Geometry (Å):
C 0.609 1.577 0.917  -0.036
C 0.054 0.013 0.238  0.346
C -1.357 -0.209 -0.252  -0.113
N 1.256 -0.767 -0.231  -0.717
O 0.362 0.338 1.608  -0.478
O -1.401 -1.364 -1.032  -0.733
H 1.545 2.032 0.661  0.203
H -0.122 2.292 0.990  0.194
H -1.515 0.691 -0.737  0.210
H -1.833 -0.260 0.730  0.220
H 1.783 -1.204 0.500  0.462
H 1.840 -0.156 -0.827  0.453
H 0.900 -1.477 -0.947  0.472
H -2.120 -1.505 -1.616  0.518